1 | {"formula": "C3H9NO3P", "method": "the ωB97M-V functional and the def2-TZVPD basis", "species": ["C", "C", "C", "N", "P", "O", "O", "O", "H", "H", "H", "H", "H", "H", "H", "H", "H"], "xyz": [[-0.886, 1.284, 0.099], [0.029, 0.412, -0.756], [-0.746, -1.006, -0.843], [-0.944, -1.535, 0.424], [1.627, 0.021, -0.103], [2.027, -1.347, -0.587], [2.396, 1.301, -0.306], [1.450, -0.085, 1.619], [-2.011, 1.184, -0.110], [-0.537, 2.250, 0.091], [-0.844, 0.916, 1.080], [0.000, 0.797, -1.766], [-0.156, -1.669, -1.505], [-1.796, -0.862, -1.305], [-0.055, -1.384, 0.990], [-1.487, -0.912, 0.998], [1.933, 0.634, 1.981]], "nbo_charge": [-0.601, -0.664, -0.194, -0.848, 2.336, -1.154, -1.193, -1.049, 0.175, 0.211, 0.202, 0.225, 0.215, 0.145, 0.377, 0.331, 0.487], "smiles": "C[C@H](CN)[P@@](=O)([O-])O", "total_charge": -1, "homo_lumo_gap_ev": 8.816, "homo_ev": -4.93}

2 | {"formula": "C3H9NO3P", "method": "the ωB97M-V functional and the def2-TZVPD basis", "species": ["C", "C", "C", "N", "O", "O", "O", "P", "H", "H", "H", "H", "H", "H", "H", "H", "H"], "xyz": [[-0.591, -1.666, -0.006], [-2.561, 0.786, -0.224], [0.330, -0.633, 0.670], [-1.648, 1.464, -0.793], [2.385, 0.903, 0.927], [2.726, -0.764, -0.889], [1.089, 1.286, -1.302], [1.638, 0.171, -0.431], [-0.922, -2.406, 0.754], [-0.118, -1.993, -0.938], [-1.555, -1.211, -0.164], [-2.623, 0.941, 0.900], [-0.189, 0.231, 1.215], [1.077, -1.115, 1.323], [-0.849, 1.968, -0.378], [3.268, 0.722, 1.028], [-1.457, 1.316, -1.693]], "nbo_charge": [-0.641, -0.173, -0.787, -0.693, -1.056, -1.179, -1.194, 2.310, 0.190, 0.222, 0.223, 0.092, 0.214, 0.227, 0.395, 0.475, 0.375], "total_charge": -1, "homo_lumo_gap_ev": 8.696, "homo_ev": -4.68}

Q: Which of them is the most stable? A: 1.

1 | {"formula": "C2H5O3", "method": "the ωB97M-V functional and the def2-TZVPD basis", "species": ["C", "O", "H", "H", "H", "O", "C", "O", "H", "H"], "xyz": [[-2.073, 0.484, -0.219], [-1.724, 0.933, 1.111], [-3.057, 1.075, -0.357], [-1.390, 1.093, -1.012], [-2.260, -0.626, -0.205], [2.303, -0.413, -1.103], [1.468, -0.859, -0.289], [0.636, -0.277, 0.472], [1.334, -2.046, -0.243], [-0.715, 0.805, 1.030]], "mulliken_spin": [-0.001, 0.007, 0.000, 0.001, 0.000, 0.395, -0.042, 0.448, 0.194, -0.003], "multiplicity": 2, "s_squared": 0.758, "homo_lumo_gap_ev": [10.759, 5.323], "homo_ev": [-10.08, -10.07]}

2 | {"formula": "C2H5O3", "method": "the ωB97M-V functional and the def2-TZVPD basis", "species": ["O", "C", "O", "C", "H", "H", "H", "H", "H", "O"], "xyz": [[-1.063, 0.154, 0.568], [-0.160, -0.057, -0.284], [0.720, 0.735, -0.714], [-0.188, -1.583, -0.622], [0.430, -2.285, -0.088], [-1.185, -1.841, -0.311], [0.032, -1.817, -1.734], [0.424, 1.964, 1.739], [0.577, 2.070, 0.347], [0.414, 2.661, 1.099]], "mulliken_spin": [0.850, -0.025, 0.040, 0.090, -0.003, 0.001, 0.020, -0.002, -0.003, 0.031], "multiplicity": 2, "s_squared": 0.755, "homo_lumo_gap_ev": [11.492, 6.849], "homo_ev": [-10.93, -10.80]}

Q: Which of them is the most stable? A: 2.

1 | {"formula": "C4H7Br", "method": "the ωB97M-V functional and the def2-TZVPD basis", "species": ["C", "C", "C", "C", "Br", "H", "H", "H", "H", "H", "H", "H"], "xyz": [[-0.068, -1.346, 0.344], [0.418, 0.002, 0.008], [-0.518, 0.407, 1.151], [0.129, 0.575, -1.420], [0.136, 0.469, 2.867], [-1.004, -1.811, 0.034], [0.545, -1.959, 0.980], [1.483, 0.196, 0.284], [-1.545, 0.645, 1.138], [0.877, 0.317, -2.255], [0.385, 1.717, -1.207], [-0.838, 0.788, -1.925]], "nbo_charge": [-0.363, -0.290, -0.323, -0.638, 0.063, 0.218, 0.207, 0.238, 0.224, 0.225, 0.206, 0.233], "homo_lumo_gap_ev": 9.150, "homo_ev": -8.08}

2 | {"formula": "C4H7Br", "method": "the ωB97M-V functional and the def2-TZVPD basis", "species": ["C", "C", "C", "C", "Br", "H", "H", "H", "H", "H", "H", "H"], "xyz": [[0.171, -0.171, -0.968], [0.220, -0.777, 1.082], [0.767, 0.130, -2.163], [-0.509, 0.421, 1.578], [-0.178, 0.720, -3.878], [-0.901, 0.029, -0.862], [1.309, -0.887, 1.453], [-0.417, -1.704, 1.018], [1.845, 0.029, -2.409], [-0.379, 0.729, 2.686], [-1.671, 0.222, 1.542], [-0.257, 1.259, 0.919]], "nbo_charge": [-0.254, -0.259, -0.286, -0.691, -0.038, 0.177, 0.223, 0.218, 0.217, 0.234, 0.214, 0.244], "homo_lumo_gap_ev": 9.283, "homo_ev": -9.34}

Q: Which of them is the most stable? A: 1.

1 | {"formula": "C15H18O2", "method": "the ωB97M-V functional and the def2-TZVPD basis", "species": ["C", "C", "C", "C", "C", "C", "O", "C", "C", "H", "H", "H", "H", "H", "H", "H", "H", "H", "H", "C", "C", "C", "C", "C", "O", "C", "C", "H", "H", "H", "H", "H", "H", "H", "H"], "xyz": [[2.579, 1.858, -0.519], [1.320, 0.996, -0.493], [1.401, -0.117, -1.500], [2.402, -0.310, -2.512], [2.384, -1.454, -3.272], [1.303, -2.283, -3.229], [1.268, -3.555, -3.828], [0.145, -2.094, -2.385], [0.235, -0.953, -1.548], [2.667, 2.394, -1.477], [3.421, 1.217, -0.579], [2.653, 2.564, 0.311], [1.218, 0.610, 0.471], [0.397, 1.512, -0.768], [3.235, 0.402, -2.599], [3.237, -1.682, -3.950], [2.038, -3.543, -4.604], [-0.756, -2.751, -2.401], [-0.536, -0.748, -0.824], [-0.524, -1.055, 3.455], [-1.402, -0.240, 2.603], [-0.800, 0.785, 1.898], [-1.546, 1.821, 1.373], [-2.916, 1.610, 1.445], [-3.825, 2.317, 0.731], [-3.616, 0.548, 2.149], [-2.772, -0.406, 2.731], [-1.149, -1.754, 4.029], [-0.145, -0.379, 4.142], [0.325, -1.530, 2.973], [0.267, 0.872, 1.571], [-1.174, 2.808, 0.958], [-3.459, 3.190, 0.260], [-4.703, 0.473, 1.890], [-3.170, -1.123, 3.495]], "nbo_charge": [-0.611, -0.402, -0.039, -0.203, -0.297, 0.290, -0.677, -0.252, -0.182, 0.204, 0.207, 0.213, 0.196, 0.214, 0.215, 0.212, 0.468, 0.238, 0.212, -0.612, -0.069, -0.187, -0.291, 0.302, -0.686, -0.264, -0.191, 0.207, 0.211, 0.216, 0.210, 0.217, 0.480, 0.237, 0.215], "smiles": "CCc1ccc(O)cc1.Cc1ccc(O)cc1", "homo_lumo_gap_ev": 8.705, "homo_ev": -8.04}

2 | {"formula": "C15H18O2", "method": "the ωB97M-V functional and the def2-TZVPD basis", "species": ["C", "C", "C", "C", "C", "C", "O", "C", "C", "H", "H", "H", "H", "H", "H", "H", "H", "H", "H", "C", "C", "C", "C", "C", "O", "C", "C", "H", "H", "H", "H", "H", "H", "H", "H"], "xyz": [[-1.415, 0.312, 3.908], [-1.126, 1.585, 3.148], [-1.690, 1.519, 1.819], [-1.166, 0.570, 0.972], [-1.636, 0.264, -0.254], [-2.649, 1.159, -0.682], [-3.090, 1.004, -1.965], [-3.221, 2.175, 0.135], [-2.807, 2.229, 1.408], [-2.529, 0.267, 4.057], [-0.923, 0.227, 4.924], [-1.027, -0.424, 3.415], [-1.507, 2.459, 3.751], [-0.091, 1.814, 3.222], [-0.241, -0.178, 1.140], [-1.348, -0.485, -1.065], [-2.421, 0.937, -2.618], [-4.146, 2.827, -0.190], [-3.292, 2.755, 2.186], [3.095, 0.812, -2.600], [2.663, -0.459, -2.087], [1.419, -1.107, -2.570], [0.914, -2.138, -1.763], [1.876, -2.910, -1.091], [1.573, -4.150, -0.630], [2.931, -2.299, -0.505], [3.224, -1.094, -1.048], [2.340, 1.536, -2.293], [3.147, 0.886, -3.607], [3.991, 1.074, -2.203], [0.846, -0.679, -3.392], [-0.030, -2.582, -2.053], [0.894, -4.605, -1.349], [3.404, -2.726, 0.366], [4.040, -0.577, -0.482]], "nbo_charge": [-0.569, -0.416, -0.072, -0.178, -0.279, 0.299, -0.704, -0.271, -0.181, 0.201, 0.200, 0.192, 0.198, 0.215, 0.214, 0.227, 0.481, 0.232, 0.211, -0.617, -0.055, -0.172, -0.299, 0.306, -0.664, -0.280, -0.181, 0.214, 0.216, 0.215, 0.206, 0.205, 0.478, 0.233, 0.197], "smiles": "CCc1ccc(O)cc1.Cc1ccc(O)cc1", "homo_lumo_gap_ev": 8.867, "homo_ev": -8.29}

Q: Which of them is the most stable? A: 1.